Computed, not measured: 18 unconnected molecules or ions with the total composition C85H199N7O18 at a distorted geometry, with ωB97M-V/def2-TZVPD.

## Properties
LUMO energy, eV: 0.36
Orbital gap, eV: 8.0329
Energy above the lowest of the compared OMol25 structures with the same formula, charge and spin, eV: 0.526

Each line ends with the Löwdin charge.
Atoms and positions in Å:
C: -8.4484 0.2319 -0.0104  -0.0210
C: -8.9724 0.1349 -1.4636  -0.4283
C: -8.3566 1.3381 -2.3123  -0.1123
C: -6.8078 1.3213 -2.6152  -0.1976
C: -6.6214 0.1004 -3.4365  -0.1514
C: -7.1368 -1.2270 -2.7384  -0.4291
N: -8.5313 -1.0445 -2.2132  -0.1397
O: -9.1315 -2.2583 -1.9729  -0.0048
C: -7.0777 -2.3789 -3.8090  -0.0208
C: -6.1298 -1.5385 -1.6518  -0.0320
C: -10.5604 0.3061 -1.5888  -0.0198
H: -9.0657 0.8292 0.6606  0.0779
H: -7.4589 0.6888 -0.0271  0.0538
H: -8.4415 -0.7424 0.4783  0.0758
H: -8.7522 1.4898 -3.3166  0.1153
H: -8.4210 2.2918 -1.7884  0.0952
H: -6.2228 1.3550 -1.6961  0.0869
H: -6.6615 2.2263 -3.2048  0.1066
H: -5.5770 0.0947 -3.7487  0.0853
H: -7.1800 0.1171 -4.3723  0.1235
H: -7.9576 -2.3183 -4.4496  0.0790
H: -6.2287 -2.2887 -4.4866  0.0493
H: -7.0924 -3.3843 -3.3884  0.0843
H: -6.4225 -2.3426 -0.9766  0.0753
H: -5.1370 -1.7046 -2.0699  0.0733
H: -5.9844 -0.5897 -1.1353  0.0657
H: -11.0270 -0.6205 -1.2545  0.0671
H: -10.9730 0.3086 -2.5978  0.0721
H: -10.8668 1.2314 -1.1009  0.0772
H: -9.5369 -2.4376 -2.8244  0.0995
C: 6.6922 2.0820 -2.8015  -0.0237
C: 7.5521 1.5911 -1.6118  -0.4466
C: 6.5037 1.1596 -0.5467  -0.1201
C: 7.0065 0.2553 0.6243  -0.1475
C: 7.7594 -0.9653 0.0013  -0.1323
C: 8.8696 -0.5785 -1.0084  -0.4853
N: 8.3999 0.4169 -1.9507  -0.1353
O: 9.3021 0.6707 -2.9411  -0.0025
C: 10.1705 -0.1535 -0.2355  -0.0261
C: 9.2620 -1.9180 -1.7418  -0.0299
C: 8.4258 2.7422 -1.0179  -0.0113
H: 6.0909 1.2601 -3.1900  0.0569
H: 7.3020 2.4166 -3.6408  0.0794
H: 6.0376 2.9015 -2.5048  0.0714
H: 6.2175 2.0492 0.0144  0.0885
H: 5.6214 0.7095 -1.0018  0.1066
H: 6.0830 0.0067 1.1473  0.0825
H: 7.6841 0.8020 1.2801  0.0971
H: 7.0167 -1.6430 -0.4199  0.0945
H: 8.2047 -1.5539 0.8034  0.1031
H: 10.9036 0.1013 -1.0007  0.0757
H: 10.0046 0.7362 0.3720  0.0593
H: 10.6027 -1.0451 0.2188  0.0764
H: 8.3530 -2.2405 -2.2495  0.0779
H: 10.0401 -1.6709 -2.4641  0.0730
H: 9.6640 -2.6954 -1.0922  0.0806
H: 8.9338 3.2476 -1.8392  0.0792
H: 9.1483 2.4389 -0.2603  0.0633
H: 7.8570 3.5198 -0.5081  0.0690
H: 8.8141 0.4376 -3.7342  0.1084
C: -5.8219 -1.3796 2.4643  -0.0291
C: -5.4895 -2.8510 2.6253  -0.4717
C: -5.3308 -3.5295 1.2470  -0.1352
C: -4.0900 -3.2111 0.3988  -0.1942
C: -2.9033 -3.5925 1.2142  -0.1585
C: -2.8993 -2.9343 2.6244  -0.4568
N: -4.1925 -3.0838 3.3063  -0.1505
O: -4.2366 -2.6714 4.5931  0.0047
C: -1.8424 -3.7264 3.4325  -0.0232
C: -2.5031 -1.4458 2.3728  -0.0095
C: -6.6196 -3.6239 3.4234  -0.0068
H: -5.3581 -0.8363 1.6410  0.0686
H: -5.6307 -0.7832 3.3564  0.0822
H: -6.8877 -1.2442 2.2800  0.0733
H: -5.3013 -4.6099 1.3882  0.1222
H: -6.2599 -3.4346 0.6849  0.0981
H: -4.0078 -2.1679 0.0937  0.0956
H: -4.1686 -3.8818 -0.4568  0.1146
H: -2.0051 -3.3441 0.6488  0.0962
H: -2.9236 -4.6778 1.3133  0.1211
H: -0.8909 -3.6771 2.9030  0.0590
H: -1.7200 -3.3363 4.4429  0.0678
H: -2.1453 -4.7593 3.6042  0.0885
H: -1.5688 -1.4567 1.8114  0.0762
H: -3.3123 -0.9811 1.8094  0.0560
H: -2.3626 -0.8741 3.2901  0.0763
H: -7.4856 -3.5449 2.7662  0.0782
H: -6.8359 -2.9137 4.2216  0.0697
H: -6.3903 -4.5882 3.8767  0.0892
H: -4.1711 -1.7139 4.5679  0.0858
C: 4.0529 -5.3828 -3.0661  -0.0238
C: 2.9476 -6.1125 -2.2652  -0.5038
C: 3.5811 -6.8618 -1.0849  -0.1364
C: 2.6380 -7.3304 0.0432  -0.1658
C: 1.9752 -6.0744 0.6262  -0.1220
C: 1.1902 -5.3032 -0.4593  -0.4438
N: 2.0379 -5.1384 -1.6755  -0.1022
O: 1.3693 -4.3702 -2.6373  -0.0241
C: -0.1218 -6.0151 -0.9332  -0.0204
C: 0.7261 -3.9414 0.1183  -0.0280
C: 2.2616 -7.1321 -3.2207  -0.0302
H: 4.5990 -6.1612 -3.5990  0.0845
H: 4.6539 -4.7370 -2.4260  0.0765
H: 3.6153 -4.7344 -3.8251  0.0748
H: 4.1003 -7.7517 -1.4409  0.1170
H: 4.3113 -6.2118 -0.6027  0.1074
H: 3.2330 -7.7704 0.8434  0.1053
H: 1.9588 -8.1336 -0.2425  0.1072
H: 2.6423 -5.3614 1.1107  0.1038
H: 1.2705 -6.4669 1.3594  0.1183
H: -0.6324 -5.6073 -1.8056  0.0685
H: 0.0399 -7.0772 -1.1174  0.0625
H: -0.8005 -6.0083 -0.0803  0.0722
H: -0.0166 -3.4217 -0.4870  0.0763
H: 0.3776 -3.9804 1.1503  0.0668
H: 1.5630 -3.2436 0.1477  0.0595
H: 1.3763 -7.6355 -2.8321  0.0654
H: 2.8473 -7.9071 -3.7150  0.0789
H: 1.8351 -6.5413 -4.0313  0.0736
H: 1.8431 -3.5357 -2.6117  0.0592
C: -3.4499 -1.1706 -4.5279  -0.0499
C: -2.1068 -1.8266 -4.7491  -0.4882
C: -1.9542 -2.8119 -3.6367  -0.1650
C: -2.7803 -4.1059 -3.7555  -0.1404
C: -2.3513 -4.8329 -5.1100  -0.1053
C: -2.6020 -3.9057 -6.3735  -0.4257
N: -1.9348 -2.5681 -6.0899  -0.0972
O: -2.0449 -1.6659 -7.1099  -0.0124
C: -1.8989 -4.6191 -7.5884  -0.0429
C: -4.1649 -3.9129 -6.7116  -0.0237
C: -0.9614 -0.8154 -4.5797  -0.0182
H: -3.6048 -0.3813 -5.2634  0.0827
H: -3.4284 -0.7259 -3.5329  0.0789
H: -4.3311 -1.8114 -4.5575  0.0490
H: -0.8884 -3.0391 -3.6613  0.1126
H: -2.2746 -2.4794 -2.6494  0.1168
H: -3.8460 -3.8774 -3.7389  0.0867
H: -2.6221 -4.7142 -2.8650  0.0894
H: -2.8844 -5.7793 -5.2004  0.1059
H: -1.3064 -5.1432 -5.1004  0.1083
H: -0.8127 -4.5282 -7.5769  0.0829
H: -2.1417 -5.6812 -7.5555  0.0744
H: -2.3290 -4.2601 -8.5234  0.0717
H: -4.3268 -3.1201 -7.4418  0.0690
H: -4.5100 -4.8376 -7.1740  0.0785
H: -4.7906 -3.8196 -5.8239  0.0512
H: -1.0580 -0.3369 -3.6052  0.0732
H: -0.8373 -0.0254 -5.3204  0.0784
H: -0.0190 -1.3631 -4.5903  0.0794
H: -2.9880 -1.4887 -7.1401  0.0755
C: -4.5181 5.9808 2.9413  -0.0301
C: -4.9781 6.2341 1.4846  -0.4303
C: -4.3027 5.1744 0.5466  -0.1254
C: -4.9572 3.8075 0.4753  -0.1891
C: -6.4152 4.0543 0.1068  -0.1404
C: -7.1840 4.9779 1.0665  -0.4869
N: -6.4603 6.1909 1.3808  -0.1313
O: -7.1292 7.1481 2.1273  0.0108
C: -8.5855 5.2831 0.5039  -0.0293
C: -7.4676 4.1105 2.3227  -0.0258
C: -4.4917 7.6279 0.9718  -0.0230
H: -4.8243 5.0047 3.3175  0.0505
H: -4.9092 6.7088 3.6520  0.0848
H: -3.4491 5.9197 3.1454  0.0679
H: -4.0822 5.4335 -0.4890  0.1216
H: -3.3733 4.8974 1.0441  0.0844
H: -4.7541 3.3030 1.4199  0.0911
H: -4.5534 3.1405 -0.2864  0.0901
H: -6.7647 3.0251 0.0254  0.0902
H: -6.4434 4.4377 -0.9132  0.1250
H: -9.2768 5.6291 1.2723  0.0773
H: -8.5471 6.0619 -0.2578  0.0836
H: -8.9462 4.3824 0.0072  0.0764
H: -7.7192 3.0852 2.0514  0.0727
H: -6.6529 3.9557 3.0301  0.0668
H: -8.3172 4.5293 2.8619  0.0776
H: -3.4084 7.7075 1.0626  0.0664
H: -4.8659 8.4632 1.5637  0.0752
H: -4.7534 7.7434 -0.0800  0.0847
H: -7.1425 7.9054 1.5375  0.1005
C: 5.0857 -2.8755 6.8875  -0.0335
C: 6.3759 -2.0670 6.5728  -0.4378
C: 7.2319 -2.9781 5.6688  -0.1505
C: 8.2975 -2.2709 4.8687  -0.2031
C: 7.6876 -1.2315 4.0201  -0.1358
C: 6.9354 -0.1135 4.8534  -0.4424
N: 6.0308 -0.8063 5.8095  -0.1303
O: 5.2660 0.0610 6.5687  -0.0241
C: 7.9496 0.7924 5.5571  -0.0274
C: 5.9870 0.7207 3.9180  -0.0102
C: 7.1130 -1.8118 7.9413  -0.0221
H: 5.3134 -3.9156 7.1209  0.0919
H: 4.4659 -2.9502 5.9940  0.0675
H: 4.4468 -2.3106 7.5663  0.0772
H: 7.8215 -3.6361 6.3071  0.1131
H: 6.6730 -3.6286 4.9961  0.1218
H: 8.8453 -2.9518 4.2173  0.1240
H: 8.9557 -1.8224 5.6128  0.1165
H: 6.9903 -1.6340 3.2854  0.1146
H: 8.5549 -0.7841 3.5345  0.1179
H: 7.4862 1.5920 6.1350  0.0827
H: 8.5929 0.3830 6.3360  0.0696
H: 8.5554 1.1296 4.7160  0.0900
H: 6.6366 1.3487 3.3083  0.0791
H: 5.3097 0.1109 3.3201  0.0678
H: 5.3430 1.4043 4.4712  0.0775
H: 7.5984 -2.7132 8.3155  0.0843
H: 6.3936 -1.6450 8.7431  0.0711
H: 7.7503 -0.9286 7.9864  0.0682
H: 5.8608 0.3679 7.2569  0.0947
C: -0.4809 6.5077 0.9981  -0.0656
C: 0.1384 5.2084 0.5525  -0.3447
O: -0.6531 4.4428 -0.2846  -0.0786
H: 0.0828 6.9545 1.8171  0.0792
H: -1.5019 6.4140 1.3680  0.0447
H: -0.6411 7.1525 0.1339  0.0698
H: 0.3832 4.6538 1.4584  0.0905
H: 1.1215 5.3206 0.0955  0.1000
H: -0.7493 4.8596 -1.1441  0.0208
C: 2.7420 3.4917 -3.6065  -0.0894
C: 1.8165 3.1019 -4.7206  -0.3023
O: 2.4386 3.2488 -6.0248  -0.0758
H: 2.2061 3.1931 -2.7056  0.0651
H: 2.8149 4.5667 -3.4419  0.0680
H: 3.7729 3.1380 -3.6171  0.0647
H: 0.9276 3.7322 -4.6937  0.0946
H: 1.3091 2.1425 -4.6198  0.1007
H: 2.9916 2.4678 -6.1014  0.0712
C: 0.6119 -1.0741 4.9222  -0.0322
C: 2.0163 -1.0276 5.6204  -0.2582
O: 3.0621 -0.6829 4.7406  -0.1191
H: 0.5582 -1.7003 4.0317  0.0620
H: 0.3795 -0.0920 4.5103  0.0511
H: -0.1445 -1.4136 5.6298  0.0804
H: 2.2351 -1.8602 6.2890  0.1041
H: 2.0230 -0.1638 6.2851  0.1019
H: 3.8931 -0.5987 5.2137  0.0477
C: 2.2704 3.0053 5.5197  -0.0567
C: 1.4996 2.5810 4.2549  -0.2816
O: 2.2687 1.7501 3.3774  -0.0914
H: 1.6750 3.4810 6.2989  0.0736
H: 3.1114 3.6386 5.2372  0.0722
H: 2.7178 2.0927 5.9137  0.0556
H: 1.2316 3.4746 3.6913  0.1004
H: 0.6027 2.0301 4.5382  0.0820
H: 2.3478 0.8669 3.7450  0.0289
C: -0.0942 1.0797 -0.7666  -0.0566
C: 0.9090 0.6233 0.3156  -0.2903
O: 1.7984 -0.2637 -0.2753  -0.1064
H: -0.6646 0.2368 -1.1567  0.0689
H: 0.4014 1.6682 -1.5387  0.0654
H: -0.8624 1.7150 -0.3258  0.0437
H: 0.3746 0.0126 1.0434  0.0986
H: 1.4963 1.3653 0.8565  0.1057
H: 2.2036 -0.7312 0.4588  0.0348
C: 4.4368 4.2412 -0.2805  -0.0661
C: 3.8120 4.4091 1.1542  -0.2831
O: 4.5677 3.5641 2.0015  -0.0883
H: 3.9152 4.8058 -1.0533  0.0568
H: 4.3091 3.1847 -0.5163  0.0557
H: 5.5129 4.4055 -0.3357  0.0608
H: 2.7436 4.1940 1.1749  0.0852
H: 3.9746 5.4199 1.5284  0.1039
H: 3.9050 3.1092 2.5264  0.0405
C: 4.5587 -1.3409 -2.9408  -0.0659
C: 3.2039 -0.7015 -3.2793  -0.2838
O: 2.1740 -1.5208 -2.7305  -0.1014
H: 4.6148 -2.2798 -3.4916  0.0662
H: 4.6610 -1.5705 -1.8802  0.0592
H: 5.2591 -0.6116 -3.3479  0.0512
H: 3.1493 -0.6603 -4.3672  0.1114
H: 3.1411 0.3291 -2.9301  0.0994
H: 2.1393 -1.3426 -1.7878  0.0376
C: -2.8461 2.6550 -2.3415  -0.0689
C: -3.5448 3.0131 -3.6545  -0.2973
O: -2.8040 4.0344 -4.2606  -0.0700
H: -3.2493 1.7876 -1.8190  0.0761
H: -2.8768 3.5436 -1.7110  0.0583
H: -1.8088 2.4506 -2.6066  0.0687
H: -4.5418 3.3824 -3.4146  0.0973
H: -3.7530 2.1235 -4.2490  0.1043
H: -2.3882 3.7594 -5.0810  0.1045
C: -2.4980 2.2885 2.3934  -0.0506
C: -2.3868 3.1413 3.6693  -0.3105
O: -1.9740 2.3251 4.7284  -0.0814
H: -1.6221 1.6953 2.1305  0.0713
H: -2.6785 2.9974 1.5854  0.0472
H: -3.3617 1.6309 2.4920  0.0687
H: -3.2676 3.7515 3.8691  0.0888
H: -1.5186 3.7868 3.5360  0.1017
H: -1.7405 2.9761 5.3942  0.0830
C: -1.3582 7.5781 -4.0230  -0.0726
C: -0.3699 6.6979 -3.2935  -0.2866
O: -1.0651 5.6454 -2.6263  -0.1044
H: -1.9603 8.0575 -3.2512  0.0791
H: -2.0583 7.0643 -4.6817  0.0731
H: -0.8091 8.3276 -4.5929  0.0778
H: 0.1532 7.3235 -2.5702  0.1122
H: 0.4450 6.2551 -3.8661  0.1037
H: -1.5234 5.1395 -3.3013  0.0460
C: 4.6614 -2.9212 1.0504  -0.0362
C: 3.5663 -2.6022 2.0748  -0.2884
O: 3.2026 -1.2641 1.8729  -0.1023
H: 5.4950 -2.2310 1.1800  0.0480
H: 4.1651 -2.7035 0.1047  0.0626
H: 4.9953 -3.9581 1.0879  0.0759
H: 3.8495 -2.5785 3.1270  0.1051
H: 2.6289 -3.1506 1.9806  0.0874
H: 3.2279 -0.8257 2.7265  0.0440